[1]
The following is a quantum chemistry calculation of an isolated molecule of C7H10N2O in a non-equilibrium geometry, from the OMol25 dataset.

Geometry (Å):
C (2.433, -0.068, 0.762)
N (1.095, 0.265, 0.220)
C (1.047, 1.471, -0.647)
C (0.244, -0.625, 0.603)
O (0.448, -1.658, 1.175)
C (-1.294, -0.278, 0.185)
C (-1.650, 1.054, 0.679)
N (-1.950, 2.102, 1.037)
C (-2.222, -1.426, 0.048)
C (-1.652, -0.764, -1.197)
H (3.232, -0.185, -0.124)
H (2.891, 0.566, 1.511)
H (2.425, -0.929, 1.370)
H (1.239, 2.257, 0.051)
H (1.805, 1.399, -1.476)
H (-0.018, 1.492, -0.831)
H (-3.314, -1.263, 0.132)
H (-1.696, -2.293, 0.175)
H (-0.748, -1.050, -1.787)
H (-2.315, -0.069, -1.886)

Properties
ΔE to the lowest compared entry with this formula, charge and spin = 312.9 kJ/mol
net charge = 0
max |F| = 5.631 eV/Å
molecular weight = 138.2 g/mol



[2]
The following is a quantum chemistry calculation of the ion C7H10N2O2S with charge -2 in a non-equilibrium geometry, from the OMol25 dataset.

Geometry (Å):
C (1.931, -0.264, 1.121)
C (1.134, 0.434, 0.062)
C (1.442, -0.289, -1.304)
C (1.321, 1.904, 0.032)
N (-0.284, 0.164, 0.213)
C (-0.743, -1.085, 0.186)
O (-0.044, -2.140, 0.300)
N (-2.110, -1.342, 0.004)
C (-3.295, -0.570, -0.090)
O (-4.301, -1.215, -0.542)
C (-3.743, 0.517, 0.580)
S (-4.091, 2.021, 0.136)
H (3.011, -0.090, 1.036)
H (1.652, 0.206, 2.096)
H (1.790, -1.321, 0.810)
H (2.478, -0.191, -1.639)
H (0.796, 0.039, -2.116)
H (1.230, -1.312, -1.072)
H (2.119, 2.240, -0.580)
H (0.329, 2.311, -0.211)
H (1.541, 2.277, 1.082)
H (-2.163, -2.293, -0.103)

Properties
net charge = -2
DFT total energy = -930.8107 Eh
max |F| = 3.911 eV/Å
molecular weight = 186.2 g/mol



[3]
The following is a quantum chemistry calculation of an isolated molecule of C7H10N2O3 in a non-equilibrium geometry, from the OMol25 dataset.

Geometry (Å):
C (2.242, 0.939, 1.461)
C (1.373, 0.585, 0.305)
C (0.163, -0.126, 0.500)
O (-0.259, -0.422, 1.747)
N (-0.607, -0.589, -0.522)
C (-2.050, -0.891, -0.284)
C (-0.293, -0.304, -1.897)
C (0.661, 0.921, -2.008)
N (0.487, 1.656, -3.168)
O (1.076, 2.707, -3.239)
O (-0.214, 1.217, -4.036)
C (1.436, 1.230, -0.942)
H (1.880, 0.381, 2.296)
H (2.364, 1.987, 1.601)
H (3.216, 0.385, 1.399)
H (-1.075, -0.876, 1.774)
H (-2.237, -1.874, 0.048)
H (-2.319, -0.209, 0.563)
H (-2.609, -0.688, -1.147)
H (-1.178, -0.047, -2.483)
H (0.182, -1.243, -2.242)
H (2.196, 2.146, -0.870)

Properties
ΔE to the lowest compared entry with this formula, charge and spin = 503.0 kJ/mol
net charge = 0
max |F| = 3.507 eV/Å
molecular weight = 170.2 g/mol



[4]
The following is a quantum chemistry calculation of an isolated molecule of C7H10N2O4 in a non-equilibrium geometry, from the OMol25 dataset.

Geometry (Å):
C (3.991, -2.305, -0.492)
O (3.100, -1.239, -0.809)
C (2.445, -0.707, 0.202)
O (2.500, -0.921, 1.378)
N (1.590, 0.251, -0.328)
N (1.639, 1.450, 0.063)
O (2.399, 2.051, 0.782)
O (0.661, 2.173, -0.472)
C (-0.394, 1.467, -1.055)
C (-1.540, 1.090, -0.562)
C (-2.535, 0.661, 0.147)
C (-3.812, 1.488, 0.217)
C (-2.527, -0.738, 0.691)
H (3.442, -3.174, -0.229)
H (4.600, -2.139, 0.333)
H (4.812, -2.564, -1.201)
H (-0.292, 1.182, -2.127)
H (-3.927, 2.254, -0.541)
H (-4.617, 0.791, 0.119)
H (-3.883, 2.042, 1.191)
H (-2.188, -1.476, 0.054)
H (-1.950, -0.686, 1.636)
H (-3.514, -0.951, 1.004)

Properties
ΔE to the lowest compared entry with this formula, charge and spin = 639.7 kJ/mol
net charge = 0
max |F| = 3.367 eV/Å
molecular weight = 186.2 g/mol



[5]
The following is a quantum chemistry calculation of the ion C7H10N3 with charge +1 in a non-equilibrium geometry, from the OMol25 dataset.

Geometry (Å):
C (-0.905, 1.255, 0.853)
C (-0.388, 0.128, -0.173)
C (-1.052, -1.232, 0.222)
C (-0.697, 0.329, -1.643)
C (0.354, 0.035, -2.396)
N (1.404, -0.202, -1.462)
N (2.634, -0.298, -1.743)
C (3.255, -0.175, -0.507)
C (2.235, 0.009, 0.442)
N (1.071, -0.041, -0.249)
H (-0.303, 1.062, 1.692)
H (-2.002, 1.057, 1.187)
H (-0.850, 2.368, 0.573)
H (-2.005, -0.989, 0.739)
H (-0.331, -1.801, 0.801)
H (-1.203, -1.712, -0.786)
H (-1.666, 0.722, -2.014)
H (0.625, 0.038, -3.450)
H (4.286, -0.287, -0.372)
H (2.370, 0.145, 1.578)

Properties
ΔE to the lowest compared entry with this formula, charge and spin = 277.9 kJ/mol
net charge = +1
max |F| = 4.472 eV/Å
molecular weight = 136.2 g/mol



[6]
The following is a quantum chemistry calculation of the ion C7H10N3S2 with charge -1 in a non-equilibrium geometry, from the OMol25 dataset.

Geometry (Å):
N (-2.507, -0.653, 2.785)
C (-1.525, -1.677, 2.198)
C (0.050, -1.340, 2.511)
C (1.013, -1.390, 1.146)
S (1.335, 0.423, 0.707)
C (1.796, 0.558, -1.140)
S (3.205, -0.139, -1.821)
N (0.807, 1.383, -1.980)
C (-0.381, 0.626, -2.531)
C (-1.143, 1.900, -3.278)
N (-0.307, 3.159, -3.062)
C (0.944, 2.872, -2.233)
H (-1.978, 0.185, 3.146)
H (-1.773, -1.810, 1.050)
H (-1.749, -2.732, 2.710)
H (0.175, -0.291, 3.021)
H (0.504, -2.155, 3.241)
H (0.515, -2.006, 0.273)
H (2.082, -1.830, 1.446)
H (-0.708, -0.501, -2.452)
H (-2.157, 1.802, -3.868)
H (1.800, 3.616, -1.872)

Properties
net charge = -1
DFT total energy = -1233.0395 Eh
max |F| = 7.580 eV/Å
molecular weight = 200.3 g/mol



[7]
The following is a quantum chemistry calculation of the ion C7H10N5 with charge +1 in a non-equilibrium geometry, from the OMol25 dataset.

Geometry (Å):
C (-1.305, -1.234, -2.943)
N (-0.564, -0.458, -1.929)
C (-0.949, 0.530, -1.253)
N (-1.563, 1.413, -0.793)
C (-1.688, 2.291, 0.229)
N (-0.843, 2.338, 1.165)
C (0.131, 1.468, 1.467)
C (1.400, 1.677, 2.021)
N (2.023, 0.483, 1.991)
C (1.289, -0.442, 1.462)
C (1.779, -1.830, 1.314)
N (0.050, 0.096, 1.128)
H (-1.481, -2.296, -2.711)
H (-2.153, -0.652, -3.290)
H (-0.795, -1.258, -3.914)
H (0.262, -0.877, -1.589)
H (-2.523, 2.930, 0.335)
H (1.980, 2.648, 2.281)
H (2.163, -1.947, 0.222)
H (0.901, -2.455, 1.503)
H (2.620, -1.964, 2.075)
H (-0.735, -0.460, 1.228)

Properties
ΔE to the lowest compared entry with this formula, charge and spin = 308.1 kJ/mol
net charge = +1
max |F| = 2.926 eV/Å
molecular weight = 164.2 g/mol



[8]
The following is a quantum chemistry calculation of an isolated molecule of C7H10N6 in a non-equilibrium geometry, from the OMol25 dataset.

Geometry (Å):
N (-4.391, -0.558, 0.220)
C (-3.012, -0.295, 0.633)
C (-2.300, 0.425, -0.524)
N (-0.879, 0.736, -0.280)
C (-0.279, 1.979, -0.184)
N (1.026, 1.950, 0.025)
C (1.310, 0.595, 0.001)
C (2.493, -0.118, 0.149)
N (3.676, 0.494, 0.396)
N (2.457, -1.445, 0.029)
C (1.294, -2.041, -0.227)
N (0.079, -1.501, -0.360)
C (0.161, -0.169, -0.210)
H (-4.727, -1.421, 0.691)
H (-5.047, 0.203, 0.414)
H (-2.904, 0.262, 1.576)
H (-2.519, -1.254, 0.799)
H (-2.333, -0.263, -1.369)
H (-2.844, 1.341, -0.753)
H (-0.866, 2.902, -0.256)
H (3.671, 1.471, 0.563)
H (4.482, -0.086, 0.607)
H (1.307, -3.143, -0.306)

Properties
ΔE to the lowest compared entry with this formula, charge and spin = 0.0 kJ/mol
net charge = 0
max |F| = 1.277 eV/Å
molecular weight = 178.2 g/mol



[9]
The following is a quantum chemistry calculation of a cluster of 2 separate species, C7H10NO3 in total in a non-equilibrium geometry, from the OMol25 dataset.

Geometry (Å):
C (1.300, -3.045, -0.770)
C (0.725, 0.739, -0.129)
C (1.454, 1.392, -1.090)
C (-0.628, 0.388, -0.492)
C (-1.759, -1.064, 1.177)
C (-2.665, -0.540, 2.225)
C (2.642, 2.204, -0.953)
N (-1.330, -0.492, 0.161)
O (-1.179, 0.705, -1.646)
O (2.311, -3.402, -1.178)
O (0.320, -2.761, -0.236)
H (0.916, 0.478, 0.860)
H (1.035, 1.637, -1.993)
H (-2.816, 0.511, 2.109)
H (-1.659, -2.203, 1.414)
H (-2.225, -0.583, 3.115)
H (-3.663, -1.174, 2.146)
H (3.458, 1.694, -1.317)
H (2.819, 2.408, 0.162)
H (2.730, 3.038, -1.583)
H (-1.787, 0.068, -1.981)

Properties
ΔE to the lowest compared entry with this formula, charge and spin = 0.0 kJ/mol
net charge = +1
max |F| = 4.906 eV/Å
molecular weight = 156.2 g/mol



[10]
The following is a quantum chemistry calculation of the ion C7H10NO4 with charge -1 in a non-equilibrium geometry, from the OMol25 dataset.

Geometry (Å):
C (2.816, 0.686, -0.357)
C (1.681, 0.915, 0.378)
C (0.223, -0.025, 0.131)
C (-1.046, 0.524, -0.656)
C (0.692, -1.218, -0.565)
C (-0.060, -0.373, 1.549)
C (-1.968, -0.593, -1.129)
N (-1.588, 1.629, -0.048)
O (3.433, 0.615, -1.374)
O (2.854, 0.183, 0.891)
O (-0.830, 2.483, 0.489)
O (-2.784, 1.929, -0.210)
H (1.383, 1.941, 0.805)
H (-0.210, -1.865, -0.528)
H (1.388, -1.744, 0.073)
H (1.033, -1.083, -1.574)
H (0.834, -0.683, 2.113)
H (-0.585, -1.269, 1.731)
H (-0.653, 0.437, 1.954)
H (-2.992, -0.170, -1.229)
H (-1.988, -1.458, -0.356)
H (-1.630, -0.859, -2.089)

Properties
net charge = -1
DFT total energy = -628.1983 Eh
max |F| = 6.254 eV/Å
molecular weight = 172.2 g/mol
multiplicity = 3



[11]
The following is a quantum chemistry calculation of a cluster of 2 separate species, C7H10NO5 in total in a non-equilibrium geometry, from the OMol25 dataset.

Geometry (Å):
C (1.055, -1.732, 0.165)
C (2.695, 0.274, 0.341)
C (0.055, 2.005, -0.309)
C (-0.355, 0.768, 1.745)
C (-1.475, -0.133, -0.280)
C (1.517, -0.533, -0.384)
C (-0.355, 0.689, 0.256)
N (1.607, -0.354, -1.749)
O (3.525, 0.746, -0.449)
O (0.125, 1.958, -1.628)
O (0.278, -2.474, -0.450)
O (2.631, 0.320, 1.568)
O (0.163, 3.009, 0.399)
H (1.329, -1.890, 1.163)
H (0.620, 1.183, 2.215)
H (-1.125, 1.386, 1.966)
H (-0.522, -0.291, 2.252)
H (-2.211, -0.068, 0.417)
H (-1.898, 0.432, -1.252)
H (-1.313, -1.187, -0.645)
H (1.443, -1.158, -2.273)
H (2.094, 0.501, -1.924)
H (-0.046, 1.154, -2.068)

Properties
ΔE to the lowest compared entry with this formula, charge and spin = 0.0 kJ/mol
net charge = -1
max |F| = 5.522 eV/Å
molecular weight = 188.2 g/mol



[12]
The following is a quantum chemistry calculation of a structure of composition C7H10NP in a non-equilibrium geometry, from the OMol25 dataset.

Geometry (Å):
C (-2.850, -0.586, -2.360)
C (-2.051, 0.417, -1.823)
C (-2.688, -1.842, -1.717)
C (-1.022, 0.262, -0.873)
C (-1.630, -2.076, -0.833)
C (-0.769, -1.049, -0.379)
C (2.802, 1.318, 1.840)
N (0.199, -1.361, 0.500)
P (1.061, -0.180, 1.366)
H (-3.630, -0.373, -3.165)
H (-2.346, 1.409, -2.242)
H (-3.361, -2.579, -2.103)
H (-0.243, 0.949, -0.656)
H (-1.378, -2.951, -0.244)
H (2.402, 1.639, 2.823)
H (3.524, 0.531, 2.080)
H (3.107, 2.136, 1.297)
H (0.009, 0.567, 2.170)
H (1.586, -0.990, 2.287)

Properties
ΔE to the lowest compared entry with this formula, charge and spin = 251.9 kJ/mol
net charge = 0
max |F| = 4.721 eV/Å
molecular weight = 139.1 g/mol



Q: Which value of molecular weight does entry 1 give?
A: 138.2 g/mol



Q: Number 11 is which compound?
A: C7H10NO5



Q: Which formula does entry 12 have?
A: C7H10NP